Record 1
An isolated molecule of C8H7ClO2, computed with ωB97M-V with the def2-TZVPD basis set.

```
18
Properties=species:S:1:pos:R:3:forces:R:3
C -0.84875 -1.49401 -0.11039 1.28 0.00 2.08
H -2.59297 0.59343 0.06904 -0.80 -0.26 0.46
H 2.20675 -1.86373 -2.03298 -0.13 -0.85 1.56
C 0.67552 0.41150 0.04239 2.94 1.29 0.43
H -0.56719 -1.95046 0.92931 -1.75 0.66 -1.60
C 1.17166 -2.74255 -0.60332 1.15 -1.46 1.21
C -1.59535 0.89128 0.28914 0.75 1.37 -0.72
C -0.56293 0.00052 0.04537 -2.82 -2.77 -0.38
C 0.03726 2.66423 0.49540 1.23 -0.49 0.08
O 2.34100 -2.36846 -1.17311 -0.22 1.30 -1.65
H -2.06004 3.03095 0.84291 1.31 -1.69 -1.19
H 2.06207 2.03271 0.16374 0.76 -0.03 0.26
O 0.01874 -2.22689 -0.97466 -0.09 0.87 -1.10
H -1.81580 -1.59689 -0.57420 -0.53 -0.55 0.59
C -1.26453 2.24780 0.49051 -2.34 0.71 1.41
Cl 1.51378 -3.04938 1.15474 -0.39 0.33 -0.82
H 0.21193 3.74797 0.64442 0.40 -0.95 -0.07
C 1.06886 1.67198 0.30168 -0.76 2.51 -0.54
```
Positions in Å, forces in eV/Å.

The HOMO-LUMO gap (alpha / beta) comes out at 0.291 / 0.327 hartree. The LUMO energy (alpha / beta) comes out at 0.751 / -0.714 eV. Its expectation value of S² is 2.011. Its multiplicity is 3.



Record 2
An isolated molecule of C14H14BO2PS, computed with ωB97M-V with the def2-TZVPD basis set.

```
33
Properties=species:S:1:pos:R:3:forces:R:3
C 0.37118 0.97024 -2.02838 0.23 1.28 3.31
H 3.69509 0.36252 -0.10048 -0.55 -0.52 -0.33
C 2.81932 0.00408 -0.69854 0.14 0.69 0.30
H 1.24454 -0.54742 -3.40122 -0.50 0.90 0.76
H -0.91595 2.03134 -0.54256 0.37 -0.49 -1.18
H -0.92624 -3.90789 2.48018 -0.22 0.03 0.33
C -0.08986 -0.72773 1.83546 1.18 0.05 -1.99
H -3.02218 -0.27380 -3.37765 -0.50 -0.19 -0.56
C -2.09796 0.13638 -3.05038 1.86 -1.53 -1.12
H 0.57994 -2.57441 1.09198 0.00 -0.48 -0.51
O 1.83710 -0.69618 0.01681 -1.19 0.35 2.64
C 0.37514 -0.00614 -2.95514 -0.64 -1.39 -2.57
C -0.97418 -0.07852 2.67459 0.56 0.52 -0.27
H -2.20531 -0.27260 4.32660 -0.66 0.12 0.08
H 0.91473 3.12322 0.04040 0.47 -0.13 0.66
C -0.85418 1.42674 -1.48526 0.16 0.10 0.83
C -0.86087 -0.33505 -3.51961 -0.18 -0.46 -0.62
H 2.54278 2.56505 0.76013 -0.34 0.50 -0.17
P 1.93743 1.47706 -1.21319 1.64 2.97 -4.23
H -0.81393 -1.02560 -4.34994 -0.29 -0.17 -0.02
C -0.96956 -2.82856 2.60012 -0.44 -0.26 -1.08
H -1.04345 1.00603 2.66566 0.26 -0.15 0.30
H -2.96939 1.08960 -1.41895 -0.12 0.57 -0.01
C -1.81479 -2.19064 3.53147 1.37 -0.54 -0.74
S 2.97248 2.85376 -2.33760 -0.88 -1.62 1.07
B 1.02663 0.00694 0.98027 -1.06 -1.15 -0.52
C 1.58036 2.28579 0.31707 -0.32 -0.53 0.28
C -1.72744 -0.82112 3.53467 -0.96 0.98 1.08
O 0.92551 1.34578 1.15974 0.44 0.73 0.19
C -2.06047 0.94637 -1.98303 0.02 1.19 1.95
H 3.14522 -0.60723 -1.52329 0.27 -0.09 -0.29
H -2.44712 -2.64799 4.29676 0.42 -0.34 -0.51
C -0.17459 -2.09003 1.67329 -0.53 -0.90 2.95
```
Positions in Å, forces in eV/Å.

The HOMO-LUMO gap comes out at 0.317 hartree. The LUMO energy comes out at 0.350 eV. The SMILES is S=P1(c2ccccc2)COB(c2ccccc2)OC1.



Record 3
A 3-piece molecular cluster, C36H35BClN2O8PS overall, computed with ωB97M-V with the def2-TZVPD basis set.

```
85
Properties=species:S:1:pos:R:3:forces:R:3
H -3.43893 2.23867 -2.66934 0.11 -0.05 0.03
H 0.85687 0.24230 -1.15398 -0.13 0.08 -0.02
H 9.34091 2.79787 0.26003 0.11 0.16 0.11
C -10.63117 -0.41178 3.89472 -0.03 -0.11 -0.08
H 10.84698 3.12985 -0.24853 0.06 0.11 -0.14
H -10.36841 1.27255 5.19171 0.09 -0.06 -0.06
N 5.60969 0.72968 -2.77365 1.14 0.08 -0.60
C -7.35066 -1.81727 2.51786 0.11 -0.04 -0.05
C -7.81818 -3.72291 1.12838 0.01 0.07 0.04
O 3.35670 0.60388 -1.07593 -1.55 -4.19 -0.81
C -11.54897 -1.26364 3.27686 0.13 0.06 0.02
C 3.68907 1.67361 -0.86532 0.89 3.96 0.65
O 8.52452 1.19545 -1.34445 -0.22 0.27 -0.11
C -12.91095 -1.06225 3.45919 -0.16 0.04 0.04
O 12.02644 0.65292 -1.75837 0.50 0.50 0.25
C -6.06197 0.37776 -1.60722 0.01 0.06 -0.03
O -1.19777 1.43947 -1.94537 -0.03 -0.03 0.00
O -8.36869 0.14650 4.23170 -0.03 -0.01 -0.02
C -13.35524 -0.02443 4.25944 0.04 0.04 0.04
C 10.08441 2.29758 -2.90144 -0.36 0.18 -0.06
C -1.78911 -1.49145 0.07422 0.02 0.11 -0.08
H 7.41886 2.58469 -2.45255 0.07 0.05 -0.35
H 10.41596 1.48075 -3.52763 -0.05 -0.32 -0.09
H 5.36299 0.00839 0.22519 -0.32 0.07 0.11
C -3.99462 -0.51685 -0.77440 0.10 0.05 -0.05
C -9.17283 -3.58347 1.37878 0.09 -0.11 -0.11
Cl 2.48759 2.90826 -0.30578 0.11 -0.03 -0.04
C 5.06641 2.22254 -0.95386 0.52 -0.18 0.29
H -7.14056 0.32929 -1.68172 0.00 0.00 0.01
H 14.01851 0.25172 -1.67662 0.16 -0.06 -0.30
C -9.16635 -0.58547 3.68327 0.20 0.15 0.11
C -1.80540 0.55332 -1.38215 0.16 0.20 -0.12
C -3.29345 0.49413 -1.43616 0.00 -0.12 0.09
H 6.30725 -0.89070 -0.91120 0.17 -0.32 -0.30
H 10.40695 0.64855 0.83765 -0.41 -0.48 -0.16
C 9.76384 1.84294 -1.48237 1.73 -0.35 -0.63
H 2.06687 -1.47588 0.10613 0.00 0.03 -0.01
H 7.55483 1.33051 -4.27299 -0.32 0.20 0.14
S 7.76087 -1.39279 -3.52692 0.06 0.29 -0.09
C 7.39421 2.00740 -1.53406 -0.13 0.10 0.38
H 9.26653 2.80820 -3.40295 -0.21 0.13 0.06
C -1.09802 -2.45340 0.80121 0.10 -0.09 0.06
H -14.41704 0.13357 4.39640 0.00 0.00 0.00
O -3.88586 -2.39193 0.65015 0.09 0.07 -0.08
H 5.35038 2.48707 0.06003 -0.09 0.29 0.30
N 9.89050 3.02056 -0.56745 -0.87 -0.29 0.19
H -1.64514 -3.20794 1.34942 -0.10 0.04 -0.05
C 0.28610 -2.44481 0.81677 0.00 0.06 -0.04
C -8.70774 -1.67526 2.77790 -0.13 -0.03 -0.04
C 13.23079 0.55020 -0.99977 0.54 -0.61 -0.64
H -13.62032 -1.71679 2.97165 0.10 -0.07 -0.04
H -7.46871 -4.52292 0.48841 0.01 0.00 0.00
H -5.92314 -1.35998 -0.36531 0.08 -0.03 0.05
C 6.10504 1.20059 -1.44348 -0.68 0.13 -0.18
C -5.37989 -0.57240 -0.86817 -0.12 0.00 -0.02
C 0.98478 -1.47450 0.10540 0.04 -0.17 0.11
B 10.90016 0.79116 -1.02933 -1.24 -0.15 -0.16
C 0.30323 -0.50765 -0.60799 0.13 0.07 -0.05
C -11.08696 -2.39416 2.42311 -0.16 -0.19 -0.12
O 10.72466 0.07690 0.12560 0.59 0.41 0.81
H 5.08702 3.13019 -1.54139 -0.16 0.24 -0.21
H 7.09524 0.16760 0.19953 0.26 0.14 0.08
C 6.22114 0.06753 -0.42844 0.09 -0.22 0.30
P 6.76000 0.22812 -3.92896 0.12 -1.45 0.27
C -3.27510 -1.53729 0.03664 -0.11 -0.17 0.14
H -6.64415 -1.12796 2.96031 -0.08 0.04 0.06
H 5.97149 -0.02004 -5.06429 -0.15 0.54 0.10
H -9.88328 -4.26973 0.93849 -0.09 0.07 0.05
H 0.82360 -3.19635 1.38021 0.00 0.00 0.00
C -11.08200 0.62048 4.70707 -0.08 0.12 0.08
H -12.78977 1.62029 5.51979 0.00 0.00 0.00
C -12.44017 0.81338 4.88904 -0.04 -0.04 -0.03
C -3.98407 1.45196 -2.16623 -0.11 0.10 -0.09
H 7.33205 2.74512 -0.73861 0.14 0.23 0.22
H -5.84636 -2.93549 1.48322 -0.11 0.00 0.02
C -5.36438 1.39418 -2.25121 -0.03 -0.05 0.03
C -1.08507 -0.50612 -0.62360 -0.13 -0.11 0.06
H -5.90033 2.14015 -2.82336 0.00 0.00 0.00
C -9.62440 -2.55454 2.19515 0.03 0.12 0.09
C -6.90514 -2.83500 1.69084 0.02 -0.12 0.01
H 13.53449 1.50294 -0.58201 -0.21 0.30 0.18
H 10.89713 3.00510 -2.85194 0.33 0.23 0.00
O -11.88446 -3.15970 1.92175 0.02 0.03 0.02
H 5.04858 -0.10618 -2.63340 -0.34 0.14 0.07
H 13.18109 -0.20683 -0.23335 -0.24 -0.13 0.36
```
Positions in Å, forces in eV/Å.

The HOMO-LUMO gap comes out at 0.280 hartree. The LUMO energy comes out at -0.969 eV. The SMILES is COB(O)[C@](C)(N)OC[C@@](C)(CC(=O)Cl)N[PH2]=S.O=C1c2ccccc2C(=O)c2ccccc21.O=C1c2ccccc2C(=O)c2ccccc21.



Record 4
An isolated molecule of C5H10O2, computed with ωB97M-V with the def2-TZVPD basis set.

```
17
Properties=species:S:1:pos:R:3:forces:R:3
C 0.33926 0.41686 -0.38122 -0.60 0.00 -0.24
C -0.95679 -1.15806 1.35596 -0.36 0.22 0.21
H 1.94319 1.70405 0.15183 -0.06 0.05 0.04
H -1.98686 -1.52429 1.37478 0.05 0.01 0.16
O 1.37621 -0.55488 -0.59268 0.14 -0.30 0.37
H -1.66869 -0.26116 -0.42606 0.04 0.10 0.07
H 0.93581 2.37534 -1.11855 -0.06 -0.07 0.03
C 0.91019 1.80715 -0.18580 0.12 0.16 -0.02
H 0.37046 2.40538 0.55049 -0.06 -0.17 -0.05
H -0.18565 -1.09399 -1.89739 0.03 0.17 0.00
H -0.73257 -0.83564 2.38400 0.21 0.09 -0.20
H 0.71198 -1.90992 0.78168 -0.07 -0.20 -0.18
H 0.90581 0.23745 -2.53478 0.24 -0.02 0.14
O -0.16840 -2.25789 0.98088 0.29 0.00 -0.07
C 0.49456 -0.27354 -1.66807 0.06 0.06 -0.36
C -0.95229 0.01088 0.35400 -0.06 -0.01 0.07
H -1.36944 0.89481 0.84748 0.09 -0.11 0.03
```
Positions in Å, forces in eV/Å.

The HOMO-LUMO gap comes out at 0.399 hartree. The LUMO energy comes out at 0.915 eV. The energy above the lowest of the compared OMol25 structures with the same formula, charge and spin comes out at 59.6 kcal/mol. The SMILES is C[C@@]1(CCO)CO1.



Record 5
An isolated molecule of C25H34O8, computed with ωB97M-V with the def2-TZVPD basis set.

```
67
Properties=species:S:1:pos:R:3:forces:R:3
C 1.73421 -1.30114 -0.79705 -3.43 6.43 7.33
C -5.52764 0.60324 0.57732 -0.95 -15.19 10.07
H 3.95631 1.60515 -2.46581 0.35 -0.01 -0.09
H -1.63173 -2.91033 2.71471 0.64 4.28 -2.23
H 6.27163 -0.63092 0.86128 -0.55 -0.79 -1.44
C -3.23994 -1.58092 0.68683 4.09 -3.69 -4.38
H 4.13093 -1.04153 -2.16075 -0.84 -0.49 -1.72
C 0.58740 -1.75662 0.05294 0.43 -6.37 -0.68
O -3.77578 -1.94983 -0.34935 -1.07 0.84 1.65
C -3.76215 -0.62966 1.71249 14.90 4.71 -4.84
H 0.93484 1.75965 1.00927 -0.55 0.22 -1.11
H 0.72108 -4.03534 -0.10396 -0.39 1.11 -1.58
C 4.15363 -1.40995 -1.16845 1.11 3.40 1.12
H 4.38422 3.03434 2.15671 -0.20 -1.51 -1.22
H -0.38152 -0.11401 -1.97735 -2.39 -1.91 1.95
H -6.35722 2.40291 0.59549 1.03 -2.05 -2.51
O -2.47427 2.58567 -0.48657 -2.19 -0.32 -1.49
C 2.86228 -2.04883 -0.65087 5.73 -3.80 0.48
H -6.77984 1.27835 -0.93018 1.01 0.06 1.39
C -0.70474 -1.19934 -0.11111 -1.09 5.75 9.32
O -4.23044 0.23232 0.81367 -2.19 8.67 -4.86
C -0.52387 0.17409 0.87214 0.26 0.94 -1.26
C 3.08807 1.27008 -1.88683 3.67 10.08 -2.63
H 2.67356 0.64372 -2.38562 -4.85 -8.05 -5.83
H 0.72141 -1.91462 1.30184 0.31 0.22 -3.76
H 2.83060 -2.88350 -1.35972 -0.50 -0.86 0.76
C 3.41518 2.30935 0.29691 10.77 -4.06 -4.45
C -5.92117 1.54751 -0.23133 -2.97 8.96 -5.02
C 0.64832 1.08980 0.12453 1.26 -2.62 7.39
C 4.23576 0.03190 -0.44639 12.17 -8.71 5.66
H -1.98439 -0.03992 -1.25414 -3.01 2.27 0.60
H -4.34590 1.33536 -1.94065 -1.36 2.57 1.78
C 4.15177 2.08866 1.52963 -0.34 -2.09 6.47
H 3.33412 1.45716 2.31503 2.23 1.61 -1.80
H 2.69126 2.92678 0.25651 -5.53 3.80 -0.13
H -1.30096 -4.13381 0.97675 -0.11 -1.44 0.44
O 0.39780 1.62203 -1.01256 -6.41 5.71 -3.72
H -3.43359 3.72902 1.23715 -0.73 -1.00 -1.24
O -1.48348 -1.90160 2.24426 -0.01 -4.93 0.14
C 0.10450 -3.21847 -0.64932 1.10 -0.67 15.80
H 1.45249 -1.01394 -1.67778 -1.71 0.84 -5.50
H -1.57007 -1.63130 -1.88631 0.21 1.67 0.38
C -1.23809 -0.70429 -1.26061 3.08 -1.78 -9.51
C -1.71469 -2.05568 0.67388 -0.26 0.04 3.84
C 1.86791 0.29462 -0.02820 5.44 -5.69 2.53
H -4.50349 -0.99749 1.86567 -15.18 -8.57 7.23
O -6.41902 -0.35816 1.22644 4.37 6.30 -3.83
H -0.59626 2.22353 -0.90870 4.04 -2.56 -0.66
O -4.15809 3.30202 0.69479 -0.15 1.01 0.74
C 3.39125 1.01334 -0.61369 -7.93 3.34 7.78
H 2.43940 2.11284 -1.93291 -0.60 0.78 -0.20
C 5.46637 1.05376 1.57410 0.61 2.30 -1.26
O 6.46815 1.17248 2.30540 -2.70 0.14 -0.59
H -1.37391 0.92277 0.68713 0.56 -1.35 0.92
C -4.78125 2.22614 -1.19049 -1.93 -4.35 -2.92
C -3.71387 2.66294 -0.42032 6.18 2.10 4.81
H -0.32097 -0.11537 2.02214 -0.30 1.03 -2.94
H -5.11095 3.12112 -1.75043 -0.41 -0.76 0.07
H 0.09316 -3.34742 -1.55679 -0.34 -0.82 -9.54
H 3.00495 -2.37047 0.44738 -0.08 0.16 -1.72
C 5.47938 0.04287 0.51153 -5.41 1.61 -1.25
H 4.32279 2.82941 -0.38629 -2.14 -0.29 1.38
H 2.28571 -0.15906 1.13383 -1.51 1.63 -3.12
H -2.84360 -0.27582 2.19660 -1.29 0.05 1.08
C -1.31842 -3.44677 0.18522 0.86 2.71 -3.56
H 5.14496 -1.97820 -1.17188 -1.60 0.65 0.91
H -1.92407 -3.55060 -0.70718 -1.20 -1.24 0.57
```
Positions in Å, forces in eV/Å.

The HOMO-LUMO gap comes out at 0.283 hartree. The LUMO energy comes out at -0.088 eV. The energy above the lowest of the compared OMol25 structures with the same formula, charge and spin comes out at 567.0 kcal/mol. The SMILES is C[C@]12CCC(=O)C=C1CC[C@@H]1[C@@H]2[C@@H](O)C[C@@]2(C)[C@H]1CC[C@]2(O)C(=O)COC(=O)CCC(=O)O.



Record 6
A 2-piece molecular cluster, C2H3BrCl2 overall, computed with ωB97M-V with the def2-TZVPD basis set.

```
8
Properties=species:S:1:pos:R:3:forces:R:3
C 0.86196 0.30697 0.00110 0.17 1.88 -0.30
Cl -0.70697 -1.71423 -1.26937 0.56 1.47 0.65
C -0.39248 -0.49260 -0.01834 -1.84 0.73 -0.97
H 1.63380 -0.44419 0.20781 0.22 0.27 0.00
H 1.05424 0.79715 -1.00695 -0.25 -0.73 1.31
Br -2.32447 1.40086 -0.19068 1.43 -1.12 -0.32
Cl -0.98579 -0.99582 1.44474 -0.07 -0.60 1.30
H 0.85973 1.14185 0.83168 -0.22 -1.90 -1.66
```
Positions in Å, forces in eV/Å.

The HOMO-LUMO gap (alpha / beta) comes out at 0.270 / 0.270 hartree. The LUMO energy (alpha / beta) comes out at -1.996 / -1.992 eV. The energy above the lowest of the compared OMol25 structures with the same formula, charge and spin comes out at 33.6 kcal/mol.



Record 7
A 2-piece molecular cluster, C4H14NO2 overall, computed with ωB97M-V with the def2-TZVPD basis set.

```
21
Properties=species:S:1:pos:R:3:forces:R:3
H -0.61292 -0.29026 1.05903 0.28 -0.35 0.40
H 1.13529 -0.59088 -1.26194 0.02 -0.05 -0.07
H -1.30202 2.70928 0.84074 0.16 -0.04 0.41
C 0.49183 1.39849 0.47802 0.10 0.46 0.69
N 0.23805 -0.70040 -0.78518 -0.61 0.35 -0.24
H 1.84660 -0.26399 2.18433 -0.12 0.14 0.19
H -0.50758 -0.17463 -1.24564 0.17 0.18 -0.29
H 1.30280 1.72671 -0.17601 0.01 -0.38 -0.13
H 1.25277 -1.81705 1.54861 0.09 -0.07 0.16
O 2.56361 -0.79835 0.31098 0.19 0.10 -0.26
H -0.08959 -1.66326 -0.87793 0.23 -0.20 0.48
C 1.54297 -0.79595 1.28958 -0.32 -0.43 -0.38
H 3.38493 -1.17399 0.64176 -0.04 -0.01 0.11
H -0.65975 2.71644 -0.77514 -0.10 0.18 -0.10
C 0.36497 -0.11125 0.60993 -0.18 0.13 -0.28
O -2.83923 -1.59707 -1.53319 0.42 0.14 -0.20
C -0.82772 2.08900 0.09364 0.07 -0.51 -0.85
H -3.55295 -2.12922 -1.16859 -0.05 0.00 -0.02
H -2.99132 -1.57467 -2.48779 -0.12 -0.06 0.23
H -1.57036 1.33724 -0.21462 -0.05 0.20 0.10
H 0.82964 1.70382 1.46939 -0.14 0.22 0.04
```
Positions in Å, forces in eV/Å.

The HOMO-LUMO gap comes out at 0.438 hartree. The LUMO energy comes out at -2.985 eV. The net charge is +1. The energy above the lowest of the compared OMol25 structures with the same formula, charge and spin comes out at 18.8 kcal/mol.